(1)
Here is a molecular structure, C16H29S4Sb2Ti from OMol25. Energies are from ωB97M-V with the def2-TZVPD basis set.

XYZ file:
```
52
Properties=species:S:1:pos:R:3:forces:R:3
C -0.7848 -2.2088 1.4120 0.1 0.2 0.0
H -0.2738 -4.2913 1.4402 0.0 0.0 0.0
H -3.8266 2.6977 -0.3263 0.0 0.0 0.0
Sb 1.7078 0.3151 1.4627 0.1 0.0 0.0
H 0.8384 2.8509 1.0552 0.0 0.0 0.0
H 4.0588 2.3451 -0.6264 0.0 0.0 0.0
H 4.4251 0.7149 1.6379 0.0 0.0 0.0
Ti -1.9292 -0.4757 2.0819 -0.3 0.1 -0.1
H 2.6221 -1.7063 -0.0594 0.0 0.0 0.0
H 2.5087 2.3011 -4.6131 0.0 0.0 0.0
H -3.5055 2.2971 -2.0417 0.0 0.0 0.0
S -4.0955 0.3894 1.9655 0.0 0.0 -0.1
C 0.8334 2.5221 -1.6513 0.1 0.0 0.1
C 2.3574 2.3489 -3.5419 0.0 0.0 0.0
C -1.9704 -4.1092 0.1883 0.0 0.0 0.0
C 3.4403 2.3279 -2.6745 0.0 0.0 0.0
C 2.4422 -0.6615 -0.3187 0.0 0.0 0.0
H 0.2311 2.5042 -3.7021 0.0 0.0 0.0
C -1.1930 -3.6854 1.4321 -0.1 0.0 0.0
H -1.9115 0.3133 -3.0886 0.0 0.0 0.0
H -2.1685 -5.1093 2.7652 0.0 0.0 0.0
H 0.0521 -2.0842 2.1136 0.0 0.0 0.0
C -1.9674 -4.0353 2.7027 0.0 0.0 0.0
S -3.7387 -1.2935 0.8077 -0.1 0.0 0.0
H 3.6596 1.1387 3.1881 0.0 0.0 0.0
H -2.9420 -3.6163 0.1434 0.0 0.0 0.0
C -0.5709 2.7250 -1.1766 -0.1 0.1 -0.1
H -1.1715 3.0790 -2.0175 0.0 0.0 0.0
H -2.9206 -3.5017 2.7162 0.0 0.0 0.0
H 1.6779 -0.6319 -1.0969 0.0 0.0 0.0
H -0.6339 3.4929 -0.4031 0.0 -0.1 0.1
C -1.4180 -0.1541 -2.2364 0.1 0.0 0.0
H 3.9300 -0.5598 2.7735 0.0 0.0 0.0
C 1.7599 2.3870 0.7072 0.0 0.0 0.0
S -1.4641 -0.5125 4.3335 0.1 -0.1 0.1
H -1.8313 -1.1477 -2.0710 0.0 0.0 0.0
H -0.3834 -1.9540 0.4172 0.0 0.0 0.0
H 2.5977 2.8640 1.2172 0.0 0.0 0.0
H 3.3574 -0.2160 -0.7053 0.0 0.0 0.0
H -2.1457 -5.1893 0.1880 0.0 0.0 0.0
H -1.4038 -3.7391 3.5908 0.0 0.0 0.0
H -4.3469 1.1367 -0.9676 0.0 0.0 0.0
C 3.2161 2.3779 -1.3095 0.0 0.0 0.0
H -0.3493 -0.2327 -2.4400 0.0 0.0 0.0
C -3.5774 1.9040 -1.0269 0.0 -0.1 0.0
H 4.4516 2.2666 -3.0572 0.0 0.0 0.0
Sb -1.7250 1.0074 -0.4656 0.0 -0.1 0.0
S -1.1803 1.3416 3.4234 0.1 0.0 0.0
C 1.9297 2.4480 -0.7709 -0.1 0.0 0.0
H -1.4171 -3.8549 -0.7199 0.0 0.0 0.0
C 3.6720 0.4191 2.3695 0.0 0.0 0.0
C 1.0769 2.4553 -3.0246 0.0 0.0 0.0
```
Positions in Å, forces in eV/Å.

Computed properties:
net charge	-1
M	641.06	g mol⁻¹
Kohn-Sham gap	6.5825	eV
relative energy (zero: lowest compared OMol25 entry of this formula, charge and spin)	0.00	kJ/mol
E_HOMO	-0.1415	Eh

***

(2)
Here is a molecular structure, C42H32N8OTi in a non-equilibrium geometry from OMol25. Energies are from ωB97M-V with the def2-TZVPD basis set.

XYZ file:
```
84
Properties=species:S:1:pos:R:3:forces:R:3
C -4.4477 0.2641 -2.2908 0.0 0.1 0.0
C 1.0772 2.1261 -0.1882 1.0 0.5 0.0
H 2.9478 4.4600 1.3854 0.0 0.1 0.1
N 1.7720 0.3308 -1.5594 0.1 0.1 -0.2
H -1.6202 -4.7294 -2.4577 0.0 0.0 0.1
H -2.4940 -5.6011 1.8413 0.0 -0.1 0.0
C -1.8829 -4.3872 0.1856 0.1 0.3 -0.1
C -1.4717 -3.1142 -0.2163 -0.2 -0.5 0.3
H 0.0713 1.6295 4.6353 -0.1 0.0 0.0
H -0.0425 -1.8077 -5.1350 0.0 0.1 -0.1
C -2.3938 2.0437 3.2981 0.4 -0.2 -0.3
C -3.4963 3.8209 -1.7724 0.3 0.2 0.0
C 5.9385 -2.4506 1.0860 -0.1 0.0 0.0
C -0.3548 -2.1178 -4.1512 -0.1 0.0 0.2
C 2.7155 -0.3143 -2.2076 -0.1 0.1 0.1
C 2.1299 1.4193 -0.8392 0.2 0.5 0.0
N -2.2191 0.5122 1.4558 0.5 0.3 0.2
H -5.2193 -0.3635 -2.7117 0.0 0.0 0.1
H 0.7724 2.7244 3.4496 0.0 0.1 0.0
C -2.0185 -3.5843 2.4223 0.1 0.0 -0.3
H -0.9099 -4.1150 -4.7264 0.0 -0.1 -0.1
C -1.6183 -2.3458 1.9440 -0.2 0.0 0.5
C -2.3605 4.4887 -1.3904 -0.6 -0.1 -0.2
C 2.7266 3.6185 0.7493 0.4 0.0 0.0
C -3.5441 0.5157 1.3781 -0.2 -0.1 -0.1
C -1.6435 1.2406 2.4344 -0.7 0.2 0.1
C 3.3296 -1.5029 0.9507 0.3 -0.2 -0.1
C -3.7709 2.0622 3.1794 -0.1 -0.2 -0.3
C 1.9506 -1.0134 0.9453 0.1 0.8 1.5
H 6.9447 -2.8352 1.1613 0.1 0.0 0.0
H -2.1915 -3.7291 3.4760 0.0 0.1 0.1
C -3.5054 2.4109 -1.7798 0.4 -0.3 0.2
H -5.4349 1.2262 2.0999 -0.1 -0.1 0.0
H 1.5421 1.1667 3.7494 -0.1 0.1 0.1
C -0.2878 -1.2350 -3.0818 0.1 0.2 -0.6
C -3.3005 -0.3266 -1.7432 0.0 -0.2 -0.1
C -2.1729 -4.6232 1.5179 0.1 0.3 0.0
H 4.7725 -0.4608 -2.8081 0.1 -0.1 0.0
H 0.6130 3.7242 1.1513 0.0 0.1 0.0
H 2.4159 -1.1948 -2.7647 0.0 0.0 0.0
H -4.3711 2.6709 3.8371 0.0 0.1 0.1
C -4.3636 1.2642 2.2113 0.3 0.1 0.2
C -4.5623 1.6328 -2.2938 0.2 -0.2 0.1
C 3.7439 2.9903 0.0824 -0.2 0.0 0.1
H -0.3395 4.3921 -0.7251 0.1 0.0 0.1
C 4.4395 1.1754 -1.4749 -0.1 -0.2 -0.1
C -1.2178 3.8120 -0.9556 0.3 -0.8 0.2
N 1.6207 -0.1004 1.8418 1.3 -0.4 0.2
C 4.0609 0.0852 -2.2127 0.1 0.2 0.1
N -1.3763 -2.0983 0.6601 -0.3 -0.3 -0.4
C -1.2081 2.4238 -0.8468 -1.2 0.9 -0.5
H 5.2480 -4.0750 -0.1223 0.0 -0.1 -0.1
C 3.6838 -2.6802 0.2875 -0.3 0.2 0.1
C 5.6033 -1.2570 1.7108 0.0 0.0 0.0
O 1.0612 -1.4525 0.1284 0.1 -0.9 -0.4
H -4.3704 4.3633 -2.0940 -0.1 0.0 -0.1
H -3.2333 -1.4094 -1.7038 0.1 0.1 0.0
H -1.9550 -5.1976 -0.5208 0.0 0.0 -0.1
H 6.3524 -0.7008 2.2559 0.0 0.0 0.0
H 0.0462 -0.2131 -3.2248 0.0 -0.1 0.1
C 0.5838 1.6765 3.6779 0.1 -0.2 0.0
C 1.3937 3.2028 0.6153 -0.4 -0.6 -0.3
N 0.3277 0.2332 1.7248 -0.7 0.3 0.7
H -1.5067 -1.5163 2.6314 0.0 -0.1 -0.1
H 4.0236 0.1350 2.1385 0.0 0.0 0.1
H -2.3367 5.5678 -1.4343 0.0 0.1 0.0
C -1.2270 -3.7441 -2.6419 0.1 0.3 0.1
Ti -0.4269 -0.2635 -0.1397 -1.2 0.1 -0.4
C 4.9805 -3.1519 0.3667 0.1 0.0 0.0
C 4.3068 -0.7859 1.6517 -0.3 -0.1 -0.1
H -3.9883 -0.1197 0.6221 0.0 0.1 0.0
C 3.4671 1.8755 -0.7352 -0.5 -0.2 -0.1
C -1.0959 -2.8100 -1.6113 0.0 -0.5 -0.4
H -1.9031 2.6383 4.0491 0.1 0.0 0.1
N -0.6242 -1.5746 -1.8422 0.0 -0.7 -0.1
H 4.7622 3.3295 0.1718 0.2 0.1 0.1
N -0.1931 1.6092 -0.4347 -0.1 0.1 0.0
N -2.2812 0.3620 -1.2603 -0.2 -0.1 0.0
H 5.4641 1.5137 -1.4546 0.1 0.0 0.0
H -5.4338 2.1225 -2.7054 -0.1 0.0 0.0
C -0.2079 1.0488 2.5836 0.8 -0.4 -0.1
C -0.8363 -3.3980 -3.9257 0.1 0.2 0.3
H 2.9314 -3.2266 -0.2636 0.0 0.0 0.0
C -2.3636 1.7147 -1.2931 -0.2 0.9 -0.1
```
Positions in Å, forces in eV/Å.

Computed properties:
net charge	+2
M	712.64	g mol⁻¹
Kohn-Sham gap	6.1850	eV
relative energy (zero: lowest compared OMol25 entry of this formula, charge and spin)	58.58	kJ/mol
E_HOMO	-0.4640	Eh

***

(3)
Here is a single C4H4BrNO2S molecule in a non-equilibrium geometry from OMol25. Energies are from ωB97M-V with the def2-TZVPD basis set.

XYZ file:
```
13
Properties=species:S:1:pos:R:3:forces:R:3
S 0.6705 -0.6948 -1.5087 -0.2 0.1 0.7
Br -0.4584 1.4460 2.3703 -0.2 -0.2 -0.3
N 2.4051 0.7733 -0.0059 1.6 -0.5 -0.7
C -0.5582 -0.1312 1.2888 2.2 0.0 1.7
O 2.7103 1.9316 -0.1589 -0.8 0.4 -0.2
H -2.5097 -0.2842 0.6642 2.3 0.4 -1.1
O 3.1530 -0.0832 0.4489 0.0 -0.3 0.4
H -1.6009 -0.9855 -1.7706 -0.3 -1.2 0.9
C -1.4298 -0.0175 0.1707 -3.0 -1.2 0.2
H -1.5214 0.9466 -0.2324 -0.3 1.4 -0.9
C -1.0645 -1.1146 -0.8078 0.6 1.6 -0.8
C 1.1703 0.2186 -0.2821 -1.5 0.0 1.0
H -0.9663 -2.0050 -0.1765 -0.2 -0.4 -1.1
```
Positions in Å, forces in eV/Å.

Computed properties:
M	210.05	g mol⁻¹
Kohn-Sham gap	7.1854	eV
relative energy (zero: lowest compared OMol25 entry of this formula, charge and spin)	646.32	kJ/mol
E_HOMO	-0.3115	Eh